114
Properties=species:S:1:pos:R:3 method="wB97M-V/def2-TZVPD" e_above_lowest_kj_mol=93.8 orbital_gap_ha=0.362 multiplicity=1
H 8.164 -12.043 10.791
H 0.956 -11.422 10.074
H 4.946 -14.598 14.829
H 0.344 -11.761 17.973
H -1.396 -2.303 13.037
H 4.793 -13.610 11.139
H 1.956 -11.568 11.626
H 2.955 -13.016 9.288
C 2.580 -10.947 12.263
O 0.399 -13.532 8.655
H 1.271 -10.293 8.656
C 6.084 -12.108 10.173
C -0.568 -4.853 8.236
H 5.010 -5.994 14.813
H -0.627 -4.130 7.425
H 1.401 -11.655 16.594
O 1.330 -8.872 16.553
H 5.050 -6.195 10.531
H 3.691 -3.924 14.533
H -3.919 -9.268 12.521
O -3.362 -10.383 14.164
H -2.251 -4.138 11.571
C 2.979 -5.777 15.440
H 0.100 -3.254 13.218
H 4.163 -11.228 16.117
H -1.265 -6.452 7.045
C 0.763 -11.189 9.023
C 5.083 -11.586 16.587
H 5.849 -10.822 16.690
H 5.473 -12.343 12.181
C -0.464 -6.307 7.772
H 0.579 -7.342 9.358
C 1.083 -11.114 17.489
C 4.585 -13.633 15.181
H 7.294 -10.480 10.935
H 4.891 -5.958 16.531
H 1.143 -7.942 11.348
C 7.417 -11.390 10.339
H -0.333 -2.709 11.651
H 1.847 -9.269 10.370
H -0.306 -10.973 8.991
H -0.646 -8.189 18.216
C -2.350 -10.546 12.004
C 2.966 -4.269 15.271
C 5.649 -12.806 15.850
H -1.268 -10.607 12.102
H -1.407 -4.747 8.926
H 7.805 -11.021 9.392
C 5.671 -13.005 11.332
H -2.659 -10.263 10.995
O -2.440 -4.530 13.537
C -2.173 -8.354 13.381
O 2.199 -6.127 16.605
O 2.165 -8.951 13.686
C 1.818 -9.639 12.480
H -0.363 -9.916 16.374
H 0.701 -13.748 9.558
H 1.889 -11.002 18.213
H 1.503 -6.389 7.505
H -0.565 -8.296 8.463
H 3.261 -3.844 16.233
H 3.830 -13.881 15.943
H -1.884 -4.513 14.326
H 2.866 -8.138 11.308
O 4.257 -5.721 10.257
H -1.656 -8.325 14.337
H 0.777 -9.963 12.608
C -0.419 -7.312 8.912
O 0.707 -6.497 6.974
H 0.911 -12.186 7.170
H 4.510 -4.791 10.277
C -0.774 -3.075 12.581
H 0.251 -5.366 11.641
H 6.584 -13.547 11.597
O 1.564 -14.535 11.100
H 5.281 -11.383 10.020
H 1.782 -9.244 15.784
H 4.134 -12.973 14.439
H -0.933 -9.749 18.859
H 2.975 -13.511 7.618
H 2.183 -7.099 16.611
H 5.746 -14.057 17.316
C -0.156 -9.153 18.373
C 2.679 -12.699 8.280
H 0.986 -15.167 11.548
H -2.773 -11.550 12.081
H 4.789 -11.888 17.595
H 3.283 -11.813 8.079
H -1.405 -8.276 12.609
H 6.357 -13.826 9.220
H -1.126 -7.140 9.724
H 6.381 -12.510 15.088
C 1.931 -8.700 11.297
C -0.649 -5.536 12.230
C 1.178 -12.428 8.202
H 1.991 -3.878 14.987
H -3.652 -9.795 14.869
H 2.537 -6.262 14.562
H -1.229 -6.385 11.865
H 0.615 -8.984 19.130
H 2.458 -14.822 11.317
O 6.188 -12.911 8.980
C 0.415 -9.806 17.142
O 6.413 -13.583 16.797
H 3.584 -10.765 11.879
H -0.271 -6.005 13.148
H 0.340 -4.579 8.787
H 1.455 -8.325 13.872
H -2.878 -7.538 13.227
H 2.689 -11.500 13.200
C -1.585 -4.355 12.407
C -3.008 -9.608 13.023
H 4.376 -7.408 15.841
C 4.377 -6.336 15.639

=====

134
Properties=species:S:1:pos:R:3 method="wB97M-V/def2-TZVPD" e_above_lowest_kj_mol=73.6 orbital_gap_ha=0.287 multiplicity=1
H -0.309 0.453 -0.828
O -4.592 4.572 2.333
C 0.850 3.560 0.123
C -1.505 -6.148 0.419
H 5.420 -0.910 -6.897
H -4.763 1.279 -1.567
O -6.028 -2.181 3.209
H 4.012 2.591 -1.109
H 3.995 -3.885 -5.820
H -2.145 -3.461 4.441
H 0.555 -3.820 -0.349
C -5.768 5.487 2.364
N 1.413 -1.310 -7.615
C 3.190 -3.154 -5.745
O 2.419 1.172 0.616
H -3.684 -2.513 1.475
H -0.550 -1.120 -8.606
H 2.902 -2.190 -8.726
H 1.555 -4.865 0.329
C 1.395 -2.659 3.022
H -3.107 0.551 1.511
H 6.477 3.867 1.142
H 1.916 0.229 -2.961
N -0.334 -5.409 0.917
O -0.772 -2.369 -1.507
C 0.764 -1.432 -4.414
C 3.552 1.061 3.803
N 1.049 -4.117 2.878
H 3.455 -0.014 -3.822
C -2.689 1.549 1.639
C 0.189 -0.538 -8.054
C 2.161 3.128 3.819
P 2.912 2.439 1.350
H 2.228 -3.433 -6.173
H 5.259 -1.241 -5.169
H 2.360 4.176 3.599
H -1.966 -7.189 3.721
C -0.282 -0.511 -0.319
H -3.116 3.625 5.146
O -4.011 -2.232 4.056
H 0.797 -1.859 2.586
H 2.152 2.956 4.896
H 5.717 -2.588 -6.326
H -7.218 6.748 1.340
C -3.097 2.561 0.571
H 6.137 2.816 2.392
H 4.744 4.094 -0.662
H 2.141 -5.471 4.107
H -3.325 1.912 2.446
H -0.622 5.393 5.346
H -3.877 -4.095 2.376
H -0.260 -7.090 3.207
O -1.348 -3.192 1.895
H -4.176 2.427 0.500
N -1.265 -1.417 -0.893
H -0.876 -6.728 4.861
H 2.304 -2.357 2.501
H 5.166 4.403 2.241
H -1.619 1.496 1.840
C -6.385 6.102 1.065
H -6.559 4.841 2.746
H -0.273 0.054 -7.263
O 3.077 0.705 -7.068
H -4.302 -0.359 -2.254
H 1.671 5.845 1.551
C -4.475 0.700 -2.444
H -2.397 -5.949 1.015
H 3.367 5.195 1.555
H 2.707 5.531 0.049
H 4.394 1.381 4.417
H -0.543 -0.485 0.739
H -1.225 -7.200 0.459
O -2.252 0.630 -2.850
C 4.752 3.027 -0.437
H -5.247 0.723 -3.213
H -0.849 -4.205 5.458
P -0.529 -4.379 2.208
H 1.167 2.997 3.390
C 5.150 -1.671 -6.165
H 1.618 -2.567 4.085
H -2.976 5.290 4.987
N 1.973 3.860 0.919
P 2.553 -0.589 -6.505
N -1.319 -5.166 3.549
C 2.414 0.292 -3.929
H 2.823 -3.094 -4.720
H -5.513 6.352 2.976
C -1.643 -4.383 4.733
N 4.608 2.828 0.936
H 0.286 2.766 0.614
H 0.710 -0.952 -0.406
C 0.554 -4.882 -0.103
H -0.448 3.810 4.678
P -3.003 4.923 2.142
N 3.070 2.265 3.011
H 1.134 -2.093 -3.630
H 0.392 -0.044 -9.004
H 0.903 3.380 -0.950
C 2.056 -5.142 3.071
O -2.571 6.311 2.127
N -4.834 -2.494 3.193
O -2.473 -1.312 -0.767
O -2.316 4.038 3.338
C -4.362 -3.205 1.975
N 3.713 -1.859 -6.224
H 3.715 0.141 3.242
N 1.728 -0.459 -4.994
H -1.092 4.039 6.400
H 3.012 -4.960 2.581
H 2.489 1.363 -4.114
N -3.256 1.366 -2.993
H -5.253 -3.334 1.360
C 5.636 3.547 1.757
H 5.753 2.699 -0.716
C -1.056 4.393 5.370
O -2.562 3.998 0.781
H -5.671 6.745 0.550
H -1.796 -6.125 -0.631
O -3.412 2.364 -3.715
H -2.434 -4.903 5.274
C -1.045 -6.609 3.790
H 0.067 -0.859 -3.804
C 1.817 -2.113 -8.791
H 2.730 0.692 4.416
H -2.843 2.317 -0.461
H 0.043 4.293 0.143
H 0.493 -5.454 -1.028
C -2.464 4.373 4.696
H 0.319 -2.049 -5.194
H 1.746 -6.117 2.696
H -6.645 5.439 0.240
H 1.533 -3.155 -8.643
C 2.403 5.214 1.047
H 1.565 -1.706 -9.770